A.
The ion C3H5N2 with charge +1, computed with wB97M-V/def2-TZVPD.

ORCA input file:
```
! RIJCOSX wB97M-V def2-TZVPD def2/J DEFGRID3
* xyz 1 1
C -0.38 -1.58 0.88
C 0.22 0.62 0.21
C -0.16 -0.15 -0.90
N 0.10 -0.48 1.33
N -0.48 -1.37 -0.50
H 1.22 1.13 0.35
H -0.50 1.26 0.60
H -0.20 0.09 -2.06
H 0.51 -0.46 2.25
H -0.67 -2.09 -1.16
*
```

HOMO-LUMO gap = 8.087 eV
lowest unoccupied orbital energy = -6.237 eV

***

B.
A cluster of 2 separate species, C3H5N2 in total, computed with wB97M-V/def2-TZVPD.

ORCA input file:
```
! RIJCOSX wB97M-V def2-TZVPD def2/J DEFGRID3
* xyz 1 1
C 0.58 -0.95 -0.76
C 1.05 -1.73 -1.66
C -0.46 0.60 0.82
N 0.17 -0.08 -0.01
N -0.87 1.82 0.89
H 1.15 -1.41 -2.68
H 1.37 -2.75 -1.45
H -0.91 -0.13 3.03
H -1.39 2.15 1.69
H -0.70 2.49 0.14
*
```

HOMO-LUMO gap (alpha / beta) = 9.272 / 7.820 eV
lowest unoccupied orbital energy (alpha / beta) = -5.191 / -6.800 eV

***

How do the energies compare? Relative to the most stable structure, in kJ/mol: A 0.0; B 318.0.

***

A.
The ion C3H5N2 with charge +1, computed with wB97M-V/def2-TZVPD.

ORCA input file:
```
! RIJCOSX wB97M-V def2-TZVPD def2/J DEFGRID3
* xyz 1 1
C -0.50 -1.05 0.09
C -1.16 0.08 -0.15
N -0.22 1.11 -0.10
C 1.00 0.56 0.11
N 0.84 -0.75 0.18
H -0.97 -2.01 0.18
H -2.16 0.32 -0.53
H -0.36 2.11 -0.20
H 1.95 1.06 0.15
H 1.57 -1.43 0.27
*
```

HOMO-LUMO gap = 11.450 eV
lowest unoccupied orbital energy = -3.663 eV
structure (SMILES) = c1c[nH+]c[nH]1

***

B.
The ion C3H5N2 with charge +1, computed with wB97M-V/def2-TZVPD.

ORCA input file:
```
! RIJCOSX wB97M-V def2-TZVPD def2/J DEFGRID3
* xyz 1 1
C -0.68 0.09 -0.97
C 0.32 -0.80 -0.82
N 0.84 -0.61 0.44
C 0.20 0.39 1.04
N -0.71 0.85 0.19
H -1.27 0.39 -1.82
H 0.59 -1.62 -1.47
H 1.66 -1.05 0.82
H 0.44 0.76 2.02
H -1.49 1.45 0.43
*
```

HOMO-LUMO gap = 11.538 eV
lowest unoccupied orbital energy = -3.585 eV
structure (SMILES) = c1c[nH+]c[nH]1

***

C.
The ion C3H5N2 with charge +1, computed with wB97M-V/def2-TZVPD.

ORCA input file:
```
! RIJCOSX wB97M-V def2-TZVPD def2/J DEFGRID3
* xyz 1 1
C -0.25 -0.86 -0.76
C 0.35 -0.38 0.60
C -0.57 0.54 -0.22
N -0.77 0.21 1.27
N 0.84 0.93 -0.02
H 0.36 -0.95 -1.73
H -0.99 -1.70 -0.82
H -1.50 -0.45 1.39
H 0.93 1.59 0.97
H 1.60 1.08 -0.69
*
```

HOMO-LUMO gap = 11.291 eV
lowest unoccupied orbital energy = -5.032 eV
structure (SMILES) = C1[C@@]23N[C@@]12[NH2+]3

***

D.
A cluster of 2 separate species, C3H5N2 in total, computed with wB97M-V/def2-TZVPD.

ORCA input file:
```
! RIJCOSX wB97M-V def2-TZVPD def2/J DEFGRID3
* xyz 1 1
C -1.34 -0.98 0.12
C -0.57 -0.04 -0.48
C -0.03 1.03 0.21
N 3.14 -0.39 -0.07
N 2.23 0.18 0.13
H -1.87 -1.59 -0.43
H -1.40 -0.99 1.15
H -0.67 -0.24 -1.58
H 0.23 1.93 -0.37
H 0.27 1.11 1.32
*
```

HOMO-LUMO gap = 9.773 eV
lowest unoccupied orbital energy = -7.494 eV

***

How do the energies compare? Relative to the most stable structure, in kJ/mol: A 7.9; B 0.0; C 609.1; D 327.5.

***

A.
The ion C3H5N2 with charge +1, computed with wB97M-V/def2-TZVPD.

ORCA input file:
```
! RIJCOSX wB97M-V def2-TZVPD def2/J DEFGRID3
* xyz 1 1
C 0.91 0.73 0.02
C -0.49 1.09 -0.08
C 0.39 -1.03 -0.15
N 1.80 -0.04 0.10
N -0.85 -0.31 0.11
H -0.86 1.78 0.68
H -0.75 1.46 -1.09
H 0.49 -1.35 -1.19
H 0.61 -1.82 0.57
H -1.25 -0.51 1.02
*
```

HOMO-LUMO gap = 10.143 eV
lowest unoccupied orbital energy = -5.796 eV

***

B.
The ion C3H5N2 with charge +1, computed with wB97M-V/def2-TZVPD.

ORCA input file:
```
! RIJCOSX wB97M-V def2-TZVPD def2/J DEFGRID3
* xyz 1 1
C -0.60 -0.91 0.42
C 0.81 0.84 0.11
N 1.40 0.75 -1.01
C -0.52 0.58 0.55
N -0.66 -1.34 -0.74
H -0.72 -1.50 1.33
H 1.49 1.23 0.89
H 1.02 1.37 -1.73
H -1.17 1.23 1.12
H -1.06 -2.25 -0.95
*
```

HOMO-LUMO gap = 6.753 eV
lowest unoccupied orbital energy = -8.261 eV

***

How do the energies compare? Relative to the most stable structure, in kJ/mol: A 0.0; B 208.8.

***

A.
The ion C4H8NO2 with charge -1, computed with wB97M-V/def2-TZVPD.

ORCA input file:
```
! RIJCOSX wB97M-V def2-TZVPD def2/J DEFGRID3
* xyz -1 1
C -1.05 1.21 0.76
C 0.31 0.85 1.34
N 1.01 -0.08 0.63
C 0.76 -0.36 -0.80
C -0.33 -1.46 -1.10
O -1.49 -0.99 -1.54
O 0.82 1.47 2.26
H -1.53 0.38 0.25
H -0.86 2.09 0.18
H -1.68 1.43 1.63
H 1.97 -0.13 0.92
H 0.46 0.56 -1.31
H 1.71 -0.70 -1.20
H 0.19 -2.15 -1.84
H -0.31 -2.11 -0.18
*
```

HOMO-LUMO gap = 6.640 eV
lowest unoccupied orbital energy = 4.006 eV
structure (SMILES) = CC(=O)NCC[O-]

***

B.
A structure of composition C4H8NO2, computed with wB97M-V/def2-TZVPD.

ORCA input file:
```
! RIJCOSX wB97M-V def2-TZVPD def2/J DEFGRID3
* xyz -1 1
C -0.50 -0.44 -0.84
C -1.29 0.75 -0.28
C -0.51 1.64 0.73
N -2.32 1.30 -0.89
C 1.91 -2.10 0.52
O 1.80 -3.03 -0.30
O 2.33 -0.92 0.45
H -0.45 -1.13 0.01
H 0.52 -0.10 -1.03
H -0.92 -0.95 -1.69
H -1.13 1.70 -1.25
H -0.52 1.27 1.75
H 0.52 1.91 0.48
H -1.13 2.54 0.74
H 1.70 -2.42 1.59
*
```

HOMO-LUMO gap = 7.616 eV
lowest unoccupied orbital energy = 3.535 eV

***

How do the energies compare? Relative to the most stable structure, in kJ/mol: A 0.0; B 254.7.

***

A.
The molecule C6H9F, computed with wB97M-V/def2-TZVPD.

ORCA input file:
```
! RIJCOSX wB97M-V def2-TZVPD def2/J DEFGRID3
* xyz 0 1
C -2.10 -1.21 0.47
C 1.95 -0.80 -1.39
C -1.03 -0.41 0.80
C 1.43 -0.53 -0.20
C 0.07 1.73 0.44
C -0.15 0.37 -0.06
F -0.72 0.44 -1.33
H -2.83 -1.83 1.06
H -2.39 -1.32 -0.57
H 2.95 -1.35 -1.39
H 1.71 -0.29 -2.29
H -0.92 -0.17 1.93
H 1.74 -0.86 0.81
H 0.71 1.81 1.34
H -0.85 2.00 0.71
H 0.43 2.42 -0.33
*
```

HOMO-LUMO gap = 10.402 eV
lowest unoccupied orbital energy = 0.989 eV
structure (SMILES) = C=CC(C)(F)C=C

***

B.
The molecule C6H9F, computed with wB97M-V/def2-TZVPD.

ORCA input file:
```
! RIJCOSX wB97M-V def2-TZVPD def2/J DEFGRID3
* xyz 0 1
C 2.42 -0.19 -0.10
C -1.89 -0.24 1.01
C 1.29 -0.71 0.38
C -0.98 0.04 0.06
C -0.69 1.47 -0.37
C -0.12 -0.95 -0.59
F -0.56 -2.25 -0.58
H 3.34 -0.25 0.43
H 2.49 0.11 -1.08
H -2.24 -1.31 1.11
H -2.58 0.61 1.35
H 1.13 -1.10 1.40
H -0.65 2.13 0.47
H 0.32 1.48 -0.94
H -1.52 1.81 -1.01
H 0.24 -0.63 -1.54
*
```

HOMO-LUMO gap = 10.183 eV
lowest unoccupied orbital energy = 1.056 eV
structure (SMILES) = C=C[C@@H](F)C(=C)C

***

How do the energies compare? Relative to the most stable structure, in kJ/mol: A 53.2; B 0.0.

***

A.
The molecule C6H9F, computed with wB97M-V/def2-TZVPD.

ORCA input file:
```
! RIJCOSX wB97M-V def2-TZVPD def2/J DEFGRID3
* xyz 0 1
C 0.09 0.65 0.52
C -1.91 -0.47 1.33
C -0.90 0.32 1.60
C 0.29 -0.53 -0.45
C -0.99 -0.98 -1.11
C 1.16 -0.11 -1.65
F -0.95 -2.32 -1.26
H -0.28 1.51 -0.04
H 1.06 0.92 0.95
H -2.00 -0.87 0.30
H -2.69 -0.76 2.02
H -0.76 0.78 2.57
H 0.79 -1.35 0.08
H 1.34 -0.96 -2.30
H 2.11 0.28 -1.30
H 0.65 0.67 -2.22
*
```

HOMO-LUMO gap = 9.270 eV
lowest unoccupied orbital energy = 0.379 eV

***

B.
A cluster of 2 separate species, C6H9F in total, computed with wB97M-V/def2-TZVPD.

ORCA input file:
```
! RIJCOSX wB97M-V def2-TZVPD def2/J DEFGRID3
* xyz 0 1
C -1.00 -3.22 1.72
C -0.71 -4.23 1.20
C 0.99 -0.53 -0.64
C 0.43 0.45 -0.05
C 0.14 2.78 -0.36
C -0.45 1.37 -0.71
F -0.29 -5.30 0.72
H -1.31 -2.35 2.21
H 0.98 -0.51 -1.69
H 1.54 -1.28 -0.18
H 0.73 0.79 0.92
H -0.45 3.62 -0.90
H 1.21 2.85 -0.69
H 0.17 2.99 0.71
H -0.48 1.29 -1.75
H -1.50 1.27 -0.51
*
```

HOMO-LUMO gap = 10.378 eV
lowest unoccupied orbital energy = 0.897 eV
structure (SMILES) = C=CCC.C#CF

***

C.
A cluster of 2 separate species, C6H9F in total, computed with wB97M-V/def2-TZVPD.

ORCA input file:
```
! RIJCOSX wB97M-V def2-TZVPD def2/J DEFGRID3
* xyz 0 1
C -3.46 0.78 -0.25
C -2.14 0.77 0.01
C -1.51 -0.36 0.59
C 1.33 -0.20 -0.16
C 1.91 -1.54 -0.22
C 2.22 0.91 0.20
F -1.89 -1.53 0.07
H -4.01 1.70 -0.39
H -4.04 -0.13 -0.24
H -1.58 1.70 0.07
H 1.58 -2.03 -1.13
H 1.42 -2.09 0.59
H 3.00 -1.61 -0.12
H 3.29 0.68 0.24
H 2.03 1.77 -0.45
H 1.87 1.21 1.19
*
```

HOMO-LUMO gap = 7.545 eV
lowest unoccupied orbital energy = -0.004 eV

***

How do the energies compare? Relative to the most stable structure, in kJ/mol: A 0.0; B 70.0; C 346.8.

***

A.
The ion C4H8N with charge +1, computed with wB97M-V/def2-TZVPD.

ORCA input file:
```
! RIJCOSX wB97M-V def2-TZVPD def2/J DEFGRID3
* xyz 1 1
C -0.55 0.71 0.27
C -0.43 -1.21 -1.31
C 0.88 -1.30 -0.44
C 0.11 1.56 1.28
N -0.11 -0.37 -0.21
H -1.64 0.97 -0.03
H -0.50 -0.92 -2.36
H -1.21 -2.00 -1.32
H 1.03 -2.00 0.42
H 1.69 -0.88 -1.08
H -0.19 2.62 1.09
H -0.22 1.51 2.37
H 1.13 1.31 1.33
*
```

HOMO-LUMO gap = 11.912 eV
lowest unoccupied orbital energy = -4.796 eV
structure (SMILES) = CC=[N+]1CC1

***

B.
The ion C4H8N with charge +1, computed with wB97M-V/def2-TZVPD.

ORCA input file:
```
! RIJCOSX wB97M-V def2-TZVPD def2/J DEFGRID3
* xyz 1 1
C -0.46 0.81 -0.55
C 0.50 1.15 0.36
C 1.46 1.33 1.10
C -0.89 -0.81 -0.01
N -0.35 -1.82 -0.57
H -1.34 1.43 -0.47
H 2.00 0.70 1.73
H 1.84 2.26 1.36
H -1.93 -0.85 -0.27
H -0.84 -0.87 1.02
H -0.34 -1.91 -1.56
H -0.23 0.72 -1.69
H 0.58 -2.16 -0.46
*
```

HOMO-LUMO gap = 8.783 eV
lowest unoccupied orbital energy = -5.745 eV

***

C.
The ion C4H8N with charge +1, computed with wB97M-V/def2-TZVPD.

ORCA input file:
```
! RIJCOSX wB97M-V def2-TZVPD def2/J DEFGRID3
* xyz 1 1
C 0.80 0.98 -0.26
C 0.86 -1.20 -0.27
C 1.03 -0.08 0.70
C -1.53 0.07 0.10
N -0.10 -0.11 -0.16
H 0.27 1.81 0.05
H 1.38 1.28 -1.17
H 1.45 -1.27 -1.17
H 0.48 -2.11 0.29
H 1.09 0.02 1.71
H -2.03 -0.43 0.96
H -1.76 1.22 0.11
H -1.95 -0.18 -0.89
*
```

HOMO-LUMO gap = 13.833 eV
lowest unoccupied orbital energy = -2.918 eV
structure (SMILES) = C[N@+]12C[C@H]1C2

***

How do the energies compare? Relative to the most stable structure, in kJ/mol: A 0.0; B 159.9; C 70.8.

***

A.
The ion C4H8N with charge +1, computed with wB97M-V/def2-TZVPD.

ORCA input file:
```
! RIJCOSX wB97M-V def2-TZVPD def2/J DEFGRID3
* xyz 1 1
C -1.07 -0.26 0.03
C -1.89 0.72 -0.13
C -0.20 -1.42 0.25
C 1.36 0.68 0.14
N 0.58 -0.36 -0.46
H -1.44 1.59 -0.42
H -2.85 0.79 0.24
H -0.08 -1.77 1.30
H -0.31 -2.07 -0.58
H 1.48 0.44 1.15
H 2.41 0.54 -0.22
H 1.11 1.74 0.11
H 0.91 -0.60 -1.40
*
```

HOMO-LUMO gap = 11.937 eV
lowest unoccupied orbital energy = -3.762 eV
structure (SMILES) = C=C1C[N@@H+]1C

***

B.
The ion C4H8N with charge +1, computed with wB97M-V/def2-TZVPD.

ORCA input file:
```
! RIJCOSX wB97M-V def2-TZVPD def2/J DEFGRID3
* xyz 1 1
C 1.55 0.21 -0.58
C -0.67 -1.31 0.05
C 1.17 0.11 0.68
C -1.14 0.93 0.17
N -0.22 -0.18 0.33
H 1.00 0.81 -1.24
H 2.39 -0.16 -1.05
H 0.09 -2.14 0.08
H -1.77 -1.32 -0.26
H 1.47 -0.63 1.39
H -0.52 1.77 -0.30
H -1.99 0.71 -0.44
H -1.36 1.20 1.16
*
```

HOMO-LUMO gap = 10.478 eV
lowest unoccupied orbital energy = -4.732 eV
structure (SMILES) = C=C[N+](=C)C

***

How do the energies compare? Relative to the most stable structure, in kJ/mol: A 0.0; B 29.4.

***

A.
The ion C4H8N with charge +1, computed with wB97M-V/def2-TZVPD.

ORCA input file:
```
! RIJCOSX wB97M-V def2-TZVPD def2/J DEFGRID3
* xyz 1 1
C -1.33 1.34 0.20
C 1.25 -0.81 -0.62
C -0.97 -0.06 -0.01
C 0.07 -0.76 0.55
N 2.48 -0.67 -0.49
H -1.00 1.90 1.14
H -2.25 1.60 -0.27
H 0.64 -1.10 -1.57
H -0.64 1.72 -0.50
H -1.40 -0.42 -0.90
H -0.21 -1.72 0.47
H 0.44 -0.36 1.57
H 2.92 -0.66 0.43
*
```

HOMO-LUMO gap = 8.348 eV
lowest unoccupied orbital energy = -6.606 eV

***

B.
The ion C4H8N with charge +1, computed with wB97M-V/def2-TZVPD.

ORCA input file:
```
! RIJCOSX wB97M-V def2-TZVPD def2/J DEFGRID3
* xyz 1 1
C 0.20 -0.77 -0.54
C -1.20 0.35 -0.43
C -2.25 -0.11 0.39
C 2.16 0.30 0.41
N 1.37 -0.61 -0.26
H -2.66 -1.06 0.02
H -0.20 -1.60 -1.04
H -1.28 0.02 -1.47
H -0.81 1.27 -0.20
H -2.62 0.48 1.25
H 3.32 0.36 0.23
H 1.80 1.26 0.17
H 2.17 0.10 1.45
*
```

HOMO-LUMO gap = 7.953 eV
lowest unoccupied orbital energy = -6.622 eV

***

How do the energies compare? Relative to the most stable structure, in kJ/mol: A 0.0; B 61.0.